[1]
# C34H40N4O2S2SeSn

C34H40N4O2S2SeSn as an isolated structure (ωB97M-V/def2-TZVPD, OMol25).

For the HOMO-LUMO gap, the calculation gives 0.2553 Eh. For the HOMO energy, the calculation gives -8.4229 eV. The value obtained for the largest force on an atom is 0.0191 Eh/bohr.

```
84
Properties=species:S:1:pos:R:3:forces:R:3:mulliken_charge:R:1
Sn 0.185467 1.837734 -0.133832 0.22 -0.05 0.72 0.99
C 2.968674 2.360013 -2.371711 0.07 -0.16 -0.34 -0.53
C 2.842524 0.962031 -2.988770 -0.18 0.11 0.26 0.19
C 1.427106 0.747227 -3.531891 0.24 0.04 -0.12 -1.38
C 3.370054 -0.064797 -1.996888 -0.13 -0.14 -0.18 0.48
C 4.735005 -0.310778 -2.056856 0.02 0.01 0.00 -0.69
C 5.350188 -1.201736 -1.199933 0.00 0.01 0.00 -1.46
C 4.593109 -1.858026 -0.250690 0.06 -0.05 -0.13 -0.48
C 3.219293 -1.674595 -0.150375 -0.27 0.40 -0.08 0.47
C 2.527017 -2.397294 0.996289 0.02 -0.06 0.02 0.80
C 2.473211 -3.911293 0.751352 -0.11 0.13 0.01 -1.73
C 3.224705 -2.109946 2.330350 0.02 0.02 -0.06 -1.77
C 2.596307 -0.765211 -1.054425 0.81 -0.34 0.12 0.16
N 1.201918 -0.515402 -1.007552 -0.76 -0.31 0.55 0.75
C 0.430693 -1.537725 -0.972080 0.72 0.42 -0.26 -0.38
C -1.031464 -1.587065 -0.861832 -0.72 0.16 0.31 -1.15
N -1.842675 -0.609042 -0.786284 0.44 0.07 -0.31 0.46
C -3.214822 -0.911102 -0.992083 -0.48 -0.35 -0.20 -0.15
C -4.212093 -0.443176 -0.109218 0.07 -0.12 0.06 0.66
C -5.538508 -0.756604 -0.374156 0.01 -0.04 -0.03 -0.84
C -5.908405 -1.480237 -1.490556 -0.06 -0.01 -0.02 -1.48
C -4.936520 -1.902674 -2.371608 -0.07 -0.08 0.04 -0.41
C -3.588202 -1.649558 -2.149564 0.24 0.24 0.21 0.84
C -2.618028 -2.123344 -3.224055 -0.18 -0.10 -0.14 0.93
C -2.522955 -3.653822 -3.259113 0.10 0.12 0.00 -1.50
C -3.031173 -1.603540 -4.606851 0.13 0.03 0.11 -1.67
C -3.974777 0.420976 1.112049 0.18 0.28 -0.13 0.71
C -3.912781 1.889015 0.665322 0.00 -0.02 0.02 -1.29
C -2.790282 0.040766 1.981117 0.16 -0.08 0.19 -1.49
H 2.613152 3.116094 -3.072299 -0.06 0.08 0.09 0.36
H 4.000059 2.585221 -2.102493 0.00 -0.01 0.07 0.37
H 2.370728 2.425676 -1.460178 0.09 0.11 -0.08 -0.53
H 3.515821 0.916199 -3.849302 0.01 0.01 0.05 0.54
H 0.663897 1.062564 -2.818874 -0.07 -0.06 -0.09 -0.05
H 1.253482 -0.296220 -3.797237 -0.07 0.00 0.00 0.37
H 1.304488 1.355856 -4.428095 -0.08 0.01 -0.01 0.51
H 5.323182 0.218011 -2.797134 0.00 -0.01 -0.03 0.42
H 6.414991 -1.380101 -1.268529 0.01 0.01 0.01 0.40
H 5.084668 -2.539389 0.431288 -0.04 0.01 0.02 0.32
H 1.506026 -2.031827 1.105407 -0.06 0.07 -0.05 0.36
H 3.479893 -4.330549 0.754277 0.02 -0.03 -0.02 0.35
H 2.013838 -4.162131 -0.206618 0.00 -0.02 -0.02 0.39
H 1.900813 -4.396137 1.543510 0.03 -0.03 0.01 0.44
H 4.196862 -2.600659 2.390049 -0.01 -0.04 0.01 0.38
H 2.608785 -2.473551 3.153913 0.02 -0.04 0.03 0.51
H 3.355911 -1.040312 2.469296 0.09 -0.11 0.00 0.38
H 0.867101 -2.522893 -1.134948 0.07 -0.08 0.14 0.40
H -1.424081 -2.606064 -0.872127 0.07 -0.08 -0.09 0.51
H -6.299581 -0.418515 0.318350 0.02 0.02 0.02 0.40
H -6.949667 -1.707250 -1.676356 -0.01 0.00 0.00 0.38
H -5.236552 -2.458606 -3.250279 0.05 0.00 -0.03 0.32
H -1.624362 -1.723613 -3.029145 0.00 0.02 -0.02 -0.02
H -3.489747 -4.087844 -3.516443 -0.01 -0.03 0.01 0.34
H -2.216902 -4.072496 -2.299395 -0.02 -0.01 0.01 0.36
H -1.799074 -3.965909 -4.013797 -0.02 -0.04 -0.02 0.43
H -3.970642 -2.047496 -4.934973 -0.01 0.03 -0.03 0.34
H -2.266320 -1.863478 -5.340009 -0.01 0.01 -0.04 0.45
H -3.144785 -0.519567 -4.592088 -0.02 0.01 -0.05 0.39
H -4.858599 0.319385 1.748016 -0.04 -0.06 -0.10 0.48
H -3.179287 2.022747 -0.131753 0.12 0.03 0.05 0.19
H -3.656967 2.544874 1.500839 0.02 -0.01 -0.04 0.37
H -4.875529 2.207469 0.263868 -0.01 0.01 -0.01 0.39
H -1.833524 0.190107 1.485932 0.03 0.05 -0.04 -0.16
H -2.836090 -0.999374 2.301454 -0.01 -0.11 -0.04 0.33
H -2.797172 0.649321 2.882574 0.04 0.09 0.11 0.53
O 2.697054 0.038372 5.367398 0.12 0.17 -0.15 -0.65
S 1.476211 0.369705 4.697929 -0.35 0.01 0.48 1.11
O 0.349978 -0.490122 4.910296 -0.14 0.23 -0.27 -0.65
N 1.784603 0.537599 3.058078 0.07 0.32 0.10 -0.14
C 1.791644 1.783917 2.730119 -0.17 -0.49 0.23 0.32
S 2.344674 2.341687 1.188997 -0.17 0.19 -0.70 -0.41
C 1.328096 2.742915 3.759912 -0.16 0.15 0.19 0.65
C 1.072977 4.095218 3.605191 0.07 -0.12 0.06 -0.72
C 0.542783 4.785398 4.688732 0.04 0.01 -0.05 -0.71
C 0.297708 4.135985 5.892386 0.04 0.01 0.04 -0.45
C 0.554183 2.775426 6.044303 -0.03 -0.17 0.11 -0.61
C 1.057386 2.096947 4.958231 0.18 -0.15 -0.40 -0.06
H 1.285569 4.583526 2.663505 -0.03 0.03 -0.01 0.55
H 0.319004 5.838181 4.582560 0.01 0.02 0.07 0.42
H -0.091435 4.694475 6.733092 -0.06 0.01 -0.02 0.40
H 0.345126 2.269660 6.977385 0.02 0.00 0.00 0.45
Se -0.350218 4.152922 -1.365096 -0.66 -0.20 -0.43 -0.18
C 0.368047 5.810192 -1.133690 0.56 0.13 0.24 0.19
N 0.789222 6.877694 -1.012156 -0.05 -0.06 0.01 -0.52
```
Forces are in eV/Å.



[2]
# C34H40N8OPV

C34H40N8OPV as an isolated structure (ωB97M-V/def2-TZVPD, OMol25).

The net charge is +2. For the HOMO-LUMO gap (alpha / beta), the calculation gives 0.3071 / 0.3182 Eh. The value obtained for the energy above the lowest of the compared OMol25 structures with the same formula, charge and spin is 0.351 eV. For the HOMO energy (alpha / beta), the calculation gives -13.3263 / -13.9239 eV. The multiplicity is 3. The value obtained for the largest force on an atom is 0.0536 Eh/bohr.

```
85
Properties=species:S:1:pos:R:3:forces:R:3:mulliken_charge:R:1
V 0.199826 -0.057453 0.284117 0.73 2.65 0.13 -1.00
C 0.869073 2.302894 2.452257 0.01 0.03 0.09 -1.60
N -0.219965 2.023869 1.509337 0.03 -0.16 -0.20 -0.30
C -1.562018 1.963551 2.093879 -0.11 -0.09 0.12 -2.01
C -2.340219 0.892825 1.403547 -0.17 -0.11 0.02 -0.27
N -1.842678 0.128351 0.453898 -0.95 0.11 0.14 2.09
C -2.851069 -0.792182 0.130742 -0.40 0.04 0.16 0.33
C -2.898918 -1.832886 -0.797025 0.01 0.01 0.03 0.05
C -4.047292 -2.597559 -0.841911 0.08 -0.01 -0.05 -1.12
C -5.139016 -2.338843 -0.003760 -0.10 0.03 0.03 -0.75
C -5.122209 -1.298055 0.901071 -0.07 0.04 0.03 -1.20
C -3.962920 -0.535530 0.946038 0.26 -0.20 -0.23 0.36
N -3.595325 0.541434 1.737684 0.04 0.21 0.03 0.10
C 1.672777 1.055781 2.618860 0.16 -0.07 0.06 -0.22
N 1.668711 0.105616 1.710854 0.28 0.32 0.77 1.51
C 2.590108 -0.850519 2.136956 0.29 0.02 0.31 0.42
C 3.016273 -2.043927 1.556914 -0.05 -0.03 0.00 -0.11
C 3.965649 -2.776814 2.240066 -0.01 -0.04 -0.07 -1.18
C 4.493182 -2.346287 3.465569 0.00 0.07 0.06 -0.72
C 4.089284 -1.161700 4.047172 0.02 0.04 0.07 -1.20
C 3.132640 -0.428472 3.358118 -0.05 -0.17 -0.33 0.62
N 2.520100 0.787368 3.631095 0.03 0.08 0.04 -0.08
H 0.501264 2.662915 3.415749 -0.02 0.03 -0.02 0.60
H 1.517797 3.085288 2.052117 -0.03 0.03 0.00 0.49
H -0.220225 2.704339 0.759827 0.02 0.04 -0.01 0.02
H -2.089942 2.918123 2.027784 0.03 0.00 0.05 0.74
H -1.502124 1.728630 3.159298 0.10 -0.05 -0.01 0.61
H -2.076273 -2.032912 -1.465048 0.06 -0.07 0.03 0.07
H -4.107591 -3.418294 -1.543827 0.00 0.02 -0.01 0.52
H -6.018946 -2.963680 -0.075253 0.01 0.01 0.00 0.45
H -5.969814 -1.088668 1.540036 0.01 -0.01 -0.01 0.51
H -4.168847 0.992537 2.432468 -0.01 0.01 -0.02 0.27
H 2.632376 -2.384744 0.605508 -0.02 0.01 -0.02 0.40
H 4.320559 -3.707225 1.817816 -0.01 0.01 -0.01 0.51
H 5.241253 -2.950703 3.959604 -0.01 0.00 0.00 0.44
H 4.500395 -0.816057 4.986489 0.02 -0.04 -0.01 0.49
H 2.711235 1.368808 4.431147 -0.05 0.08 -0.04 0.29
O 0.359450 -3.911243 -0.807370 -0.07 0.02 0.19 -0.70
C 0.170708 -2.854103 -0.237116 0.00 -0.09 -0.43 -0.17
N 0.372194 -1.606895 -0.748089 0.00 -1.56 -1.27 0.89
C 1.038304 -1.562697 -2.041333 -0.02 -0.01 0.10 -2.00
C 2.225894 -0.658684 -1.895667 0.10 -0.08 -0.11 0.68
C 3.326624 -0.721104 -2.739069 0.03 0.09 0.03 -0.88
C 4.377637 0.153952 -2.530103 -0.09 -0.06 0.02 -0.74
C 4.292241 1.058827 -1.478815 0.03 0.07 0.02 -1.00
C 3.166113 1.046914 -0.682249 0.06 0.05 0.02 -0.51
N 2.143918 0.208238 -0.882568 0.04 -0.14 -0.16 1.66
C -0.296918 -2.770543 1.175002 -0.06 -0.09 0.19 0.94
C -0.646776 -3.889070 1.912179 0.00 -0.02 -0.08 -0.91
C -1.039432 -3.717833 3.226022 0.02 0.10 -0.03 -0.84
C -1.044289 -2.429942 3.752578 -0.02 -0.04 0.03 -1.18
C -0.667405 -1.374508 2.947919 -0.02 0.02 0.06 -0.41
N -0.307072 -1.528873 1.670498 -0.17 -1.01 0.56 1.24
H 0.375431 -1.168290 -2.821129 0.03 -0.03 -0.01 0.21
H 1.332708 -2.566391 -2.348723 0.02 -0.01 -0.02 0.81
H 3.353186 -1.454545 -3.533896 0.00 0.00 0.00 0.58
H 5.253300 0.125933 -3.164556 0.00 0.00 0.00 0.48
H 5.091662 1.758074 -1.277775 -0.01 -0.01 0.02 0.51
H 3.077988 1.730231 0.154740 -0.01 -0.02 0.00 0.22
H -0.596629 -4.857688 1.433791 -0.01 0.01 -0.01 0.63
H -1.327630 -4.563393 3.835486 0.01 0.00 0.00 0.51
H -1.328770 -2.247637 4.779494 0.01 0.01 -0.01 0.55
H -0.638528 -0.367528 3.346451 0.01 0.02 -0.01 0.24
C -2.496038 3.435637 -0.908566 0.07 -0.02 -0.07 -0.89
C -1.256832 3.326399 -1.797127 0.00 -0.22 0.24 -1.19
P -0.461804 1.650621 -1.914271 -0.12 0.23 -0.61 1.49
C 0.890132 2.037393 -3.135431 -0.14 -0.05 0.15 -0.35
C 0.713114 3.185632 -4.130909 -0.02 -0.07 0.01 -1.60
C -1.766010 0.746736 -2.875448 0.19 0.03 0.06 -0.09
C -1.904516 1.062213 -4.362409 -0.05 -0.02 0.07 -1.68
H -3.032299 4.356446 -1.134231 -0.01 0.00 0.04 0.47
H -2.237476 3.468807 0.149933 -0.03 0.04 -0.08 0.09
H -3.189332 2.608064 -1.064118 -0.03 0.00 0.02 0.22
H -0.496155 4.040518 -1.470522 0.02 0.03 -0.07 0.66
H -1.522662 3.595115 -2.819146 0.04 0.06 -0.02 0.78
H 1.093292 1.110061 -3.676409 0.03 -0.03 0.05 0.46
H 1.776148 2.245949 -2.533873 0.06 -0.09 0.00 0.21
H -0.172155 3.076794 -4.753131 0.02 0.03 0.01 0.30
H 1.578802 3.201979 -4.793488 -0.01 0.03 -0.01 0.46
H 0.670889 4.152470 -3.632108 -0.02 0.01 0.00 0.34
H -2.707000 0.956739 -2.360917 -0.01 -0.07 0.04 0.45
H -1.590366 -0.321368 -2.739479 0.00 0.03 -0.01 -0.17
H -2.187605 2.099789 -4.536371 0.01 0.00 -0.02 0.32
H -2.689067 0.436956 -4.788523 0.01 0.01 -0.03 0.48
H -0.984118 0.856062 -4.908346 -0.01 0.01 -0.01 0.33
```
Forces are in eV/Å.



[3]
# C34H41BF4N7PSi2Zr

C34H41BF4N7PSi2Zr as an isolated structure (ωB97M-V/def2-TZVPD, OMol25).

For the HOMO-LUMO gap, the calculation gives 0.2641 Eh. The value obtained for the energy above the lowest of the compared OMol25 structures with the same formula, charge and spin is 0.500 eV. For the HOMO energy, the calculation gives -7.3621 eV. The value obtained for the largest force on an atom is 0.0321 Eh/bohr.

```
91
Properties=species:S:1:pos:R:3:forces:R:3:mulliken_charge:R:1
Zr 0.285135 0.464193 -0.095718 1.48 -0.34 -0.17 -1.00
C 1.812378 -1.620565 5.094878 0.19 0.01 0.07 -0.91
N 0.976620 -0.971196 4.106735 -0.11 -0.04 -0.16 0.24
C 0.076857 0.025695 4.357510 -0.01 0.10 0.03 -0.88
C -0.379262 0.447282 3.147409 0.00 0.10 -0.01 -1.00
N 0.230945 -0.275349 2.160931 0.10 0.04 0.06 1.55
C 1.052088 -1.119223 2.765052 0.05 -0.15 0.09 -0.48
P 2.159654 -2.295442 1.924248 -0.12 0.41 -0.24 -0.58
C 3.069865 -1.062837 0.922207 0.10 -0.21 0.18 -0.46
N 2.532252 -0.237650 0.044615 0.04 -0.06 0.13 2.32
C 3.532596 0.597321 -0.375164 0.06 -0.04 -0.03 -1.31
C 4.689588 0.253694 0.252555 -0.03 0.11 -0.05 -0.70
N 4.388907 -0.803016 1.066054 -0.11 -0.10 -0.18 0.31
C 5.292422 -1.420713 2.013005 0.08 0.02 0.27 -0.95
C 0.969699 -2.792420 0.643779 0.05 -0.13 -0.02 -0.91
N 0.195869 -1.995640 -0.080319 -0.23 -0.07 -0.04 1.57
C -0.568949 -2.809490 -0.864078 -0.09 -0.04 -0.03 -0.91
C -0.251233 -4.110657 -0.616547 -0.02 -0.03 -0.08 -1.21
N 0.725092 -4.093342 0.339541 -0.03 0.22 0.04 0.25
C 1.347070 -5.256354 0.941973 0.12 -0.11 0.09 -0.90
H 1.344962 -1.527101 6.071172 -0.03 -0.01 -0.01 0.36
H 2.792121 -1.142172 5.122305 -0.03 0.02 0.01 0.31
H 1.932560 -2.674940 4.855754 -0.03 0.00 0.01 0.34
H -0.143095 0.362059 5.355255 0.01 -0.01 -0.01 0.48
H -1.082479 1.232112 2.922131 0.01 -0.01 0.02 0.53
H 3.349255 1.390070 -1.081867 0.02 0.00 0.00 0.58
H 5.674686 0.683283 0.206917 0.00 -0.03 0.02 0.54
H 6.312886 -1.335242 1.648984 -0.02 -0.02 -0.06 0.38
H 5.041476 -2.471711 2.135253 0.02 -0.01 -0.05 0.36
H 5.217860 -0.921696 2.980110 -0.02 0.04 -0.04 0.31
H -1.297110 -2.414001 -1.548283 0.04 -0.01 0.03 0.64
H -0.620460 -5.027329 -1.042355 0.00 0.00 0.03 0.48
H 0.917255 -6.150475 0.499718 -0.02 0.02 -0.02 0.35
H 1.169022 -5.275196 2.016216 -0.03 0.00 -0.02 0.34
H 2.421722 -5.258683 0.765469 -0.02 0.01 -0.04 0.32
C -3.390940 -0.954792 -1.020376 0.43 0.12 -0.06 -1.57
Si -2.408284 0.108345 0.269418 -1.22 0.11 0.21 2.23
C -3.119461 -0.660227 1.894130 0.39 0.15 -0.15 -1.52
C -3.236535 1.852080 0.164429 0.23 -0.24 -0.02 0.25
C -4.625593 1.945150 0.286349 -0.08 -0.03 0.04 -0.83
C -5.291075 3.152557 0.143283 -0.04 -0.01 0.01 -0.83
C -4.564225 4.304229 -0.125946 0.03 0.00 0.01 -0.83
C -3.183512 4.230379 -0.226034 -0.04 0.10 0.00 -0.61
C -2.495769 3.022809 -0.081981 0.29 -0.02 -0.10 0.34
Si -0.561474 3.052876 -0.156996 -1.13 1.18 0.25 1.28
C -0.167504 4.092900 1.410201 0.17 -0.36 -0.11 -1.41
C -0.106905 4.266251 -1.579168 0.10 -0.42 0.03 -1.33
H -4.395479 -0.554064 -1.170435 0.01 0.06 0.09 0.65
H -3.494503 -1.984421 -0.667981 0.04 0.00 0.02 0.35
H -2.907008 -0.978996 -2.002017 -0.07 0.00 -0.01 0.23
H -4.157525 -0.968152 1.753307 -0.02 0.03 -0.09 0.53
H -3.093880 0.044431 2.727122 -0.01 -0.04 0.00 0.35
H -2.545089 -1.545382 2.186565 -0.03 -0.01 0.01 0.33
H -5.207244 1.051759 0.497813 -0.01 0.00 -0.03 0.30
H -6.369938 3.197122 0.235773 0.00 -0.01 0.00 0.39
H -5.071334 5.253904 -0.249842 0.00 0.00 0.00 0.41
H -2.624524 5.140576 -0.422337 -0.02 0.00 0.00 0.25
H -0.677353 5.058843 1.382770 -0.09 -0.03 -0.14 0.53
H 0.904112 4.278969 1.511059 -0.04 0.00 -0.01 0.37
H -0.484341 3.579852 2.321879 0.03 0.02 0.00 0.28
H -0.409832 5.285358 -1.329679 -0.02 -0.02 0.11 0.47
H -0.588377 3.989683 -2.518534 0.07 0.04 0.06 0.24
H 0.972366 4.282267 -1.755368 0.01 0.01 0.04 0.32
C 1.629602 -3.304469 -4.286298 0.02 -0.02 0.02 -0.61
C 2.525782 -2.608264 -3.493565 0.04 -0.08 -0.03 -0.65
C 2.144901 -1.450748 -2.828070 -0.15 0.20 0.04 -0.25
C 0.841840 -0.956564 -2.918652 -0.02 -0.33 -0.44 -0.47
C -0.046539 -1.668421 -3.745175 -0.02 0.23 0.13 0.52
C 0.334964 -2.816407 -4.410890 -0.01 -0.05 -0.05 -0.84
N 0.384598 0.213703 -2.249982 0.00 -0.27 0.74 0.52
C -0.298929 1.089466 -3.141847 -0.06 0.47 -0.30 -0.12
C -1.580246 1.573583 -2.889337 0.11 -0.36 0.01 -0.23
C -2.203673 2.447893 -3.766778 -0.14 0.05 -0.10 -1.26
C -1.574611 2.846768 -4.933694 -0.04 -0.06 0.07 -0.58
C -0.299858 2.362967 -5.208096 -0.04 0.04 -0.04 -0.71
C 0.329384 1.506226 -4.325658 0.10 -0.08 0.18 -0.44
H 1.938143 -4.194777 -4.819062 -0.01 0.00 0.02 0.41
H 3.552373 -2.946747 -3.412037 -0.01 0.00 0.01 0.45
H 2.889638 -0.910449 -2.271854 0.03 0.09 0.12 0.17
H -1.058150 -1.293050 -3.852795 -0.01 0.00 -0.02 0.41
H -0.380071 -3.336496 -5.036915 -0.02 0.03 0.01 0.42
H -2.111957 1.250921 -2.005890 0.02 0.01 -0.06 0.59
H -3.195605 2.811288 -3.526055 0.01 0.00 0.02 0.45
H -2.069802 3.519402 -5.621495 0.01 0.01 0.00 0.39
H 0.203948 2.660768 -6.119514 0.04 0.00 0.03 0.40
H 1.327838 1.145618 -4.541807 0.01 -0.02 -0.01 0.44
F 1.842305 2.691427 3.571933 0.05 -0.06 -0.07 -0.34
B 2.615090 2.107178 2.592560 -0.02 -0.05 0.02 0.07
F 1.737338 1.803253 1.432907 -0.21 0.01 -0.17 0.34
F 3.135836 0.869342 3.053093 -0.10 -0.04 -0.09 -0.20
F 3.632335 2.912412 2.131922 -0.02 -0.01 -0.02 -0.36
```
Forces are in eV/Å.